(1)
63
Properties=species:S:1:pos:R:3:forces:R:3 method="wB97M-V/def2-TZVPD" charge=0 smiles="NOC(=O)OC[C@@H](O)C(F)(F)F.CCOS(C)(=O)=O.CCOS(C)(=O)=O.CCOS(C)(=O)=O" total_energy_ev=-82730.534 homo_energy_ev=-9.82
S 8.81451 0.91375 -0.81562 -0.03 -0.01 -0.08
S -5.08829 0.79074 -0.12402 -0.03 -0.04 -0.02
S -5.89644 -1.17465 6.62713 0.00 0.05 0.02
F -0.20134 -0.50959 -3.80617 -0.10 -0.14 -0.26
F 0.66930 0.84723 -2.37380 0.19 0.21 0.00
F -1.00220 -0.37606 -1.81253 -0.22 -0.07 0.21
O 4.45168 -0.63353 -2.53327 -0.24 -0.09 -0.19
O -5.34612 0.29370 -1.60791 0.03 0.09 -0.03
O 2.60849 -0.72495 -3.87203 0.27 0.12 -0.06
O -5.27538 2.20800 -0.04544 0.03 0.01 0.02
O 9.93961 0.35347 -1.77418 -0.01 0.07 -0.02
O 4.31016 0.57233 -4.44207 -0.18 0.22 0.27
O 8.02896 -0.18540 -0.33045 -0.09 0.01 0.02
O -4.70784 -0.56582 7.14676 0.03 -0.01 0.00
O 8.13783 2.00942 -1.43973 -0.03 0.03 0.04
O -6.88262 -0.03796 6.13818 -0.05 -0.08 -0.07
O -5.77392 -2.18875 5.62575 -0.01 -0.02 0.00
O -5.82339 -0.04799 0.77655 -0.02 -0.02 -0.02
O 1.57048 -1.06495 -0.81940 0.00 -0.03 -0.12
N 4.43799 0.38704 -1.49915 0.00 0.18 0.21
C 0.13631 -0.35825 -2.52148 0.13 -0.09 -0.04
C -6.35392 0.96415 5.22457 0.08 0.23 -0.06
C -7.41651 1.44297 -2.30933 0.08 0.06 0.05
C -6.72508 0.12815 -2.02507 -0.18 -0.12 -0.06
C -3.37591 0.41686 -0.05010 0.01 0.02 0.04
C -6.20042 0.45631 3.81037 -0.01 -0.11 0.09
C -6.88967 -1.78158 7.94500 0.00 -0.02 0.04
C 9.51861 -0.52528 -2.85547 -0.02 -0.21 -0.12
C 9.86406 1.52320 0.45378 0.02 -0.02 0.04
C 3.82068 -0.18367 -3.66238 0.03 -0.39 0.04
C 8.85109 0.21364 -3.99324 -0.01 0.11 0.08
C 2.12570 -1.83185 -3.11333 -0.02 -0.28 -0.06
C 1.06890 -1.47944 -2.06795 0.06 -0.08 0.25
H -7.08613 1.76707 5.27849 -0.03 -0.04 0.03
H -5.43978 -0.31892 3.73867 0.01 0.02 0.00
H 1.66795 -2.50191 -3.84741 0.08 0.15 0.05
H 4.56002 1.27661 -1.98706 0.24 -0.10 -0.03
H 10.56111 2.23147 0.01443 -0.01 0.00 0.00
H -6.36806 -2.64607 8.35003 0.01 0.01 0.00
H 8.87464 -1.30005 -2.43853 -0.02 0.04 0.05
H -6.84281 2.03046 -3.02587 -0.02 -0.01 -0.02
H 9.48894 1.02044 -4.35366 0.01 -0.02 -0.03
H -7.53690 2.03636 -1.40486 -0.01 -0.02 0.01
H 10.44651 -0.99327 -3.17636 0.03 0.04 0.03
H 7.89698 0.64303 -3.69301 -0.01 -0.03 0.00
H 5.31666 0.20521 -1.01510 0.04 0.07 -0.15
H 0.43172 -2.37015 -1.94765 0.06 0.11 -0.10
H -6.64973 -0.47902 -2.92465 0.05 0.01 0.00
H -6.99025 -1.00429 8.69687 0.00 0.00 -0.01
H -3.24617 -0.65867 -0.12465 0.00 0.00 -0.02
H -7.85578 -2.07469 7.54346 0.00 -0.01 0.00
H 2.16180 -1.74195 -0.47223 -0.01 0.10 -0.05
H -5.41389 1.33622 5.63342 0.01 -0.06 0.02
H 10.38247 0.68727 0.91450 0.00 0.00 -0.01
H -3.02270 0.78201 0.91228 -0.01 -0.01 0.00
H -2.87104 0.93459 -0.86005 -0.01 0.00 0.01
H -7.24973 -0.45375 -1.26649 0.04 0.03 0.04
H 9.21782 2.02168 1.17311 0.00 -0.01 -0.01
H -5.91334 1.28167 3.15942 -0.03 0.01 0.01
H 2.95418 -2.35930 -2.63431 -0.14 0.08 0.02
H -7.13656 0.03909 3.44172 0.00 0.04 -0.03
H -8.40353 1.24243 -2.72770 0.00 -0.01 -0.02
H 8.67031 -0.48480 -4.81075 0.02 -0.01 -0.01

(2)
17
Properties=species:S:1:pos:R:3:forces:R:3 method="wB97M-V/def2-TZVPD" charge=0 smiles="C/C=C/C=C/CO" de_lowest_ev=1.9210 total_energy_ev=-8429.319 homo_energy_ev=-8.53
O 2.48983 -0.19243 -2.26360 3.36 1.02 0.53
C 0.44548 -0.04553 -1.14190 -0.82 0.75 -1.34
C 0.94394 -0.54062 -0.02608 0.55 -0.53 1.12
C 1.16705 -0.09002 -2.44457 -2.28 1.76 -1.14
C 0.21559 -0.31547 1.24633 -0.41 -0.06 0.46
C -2.10120 0.36049 2.30344 -1.25 -0.61 1.51
C -1.11866 -0.19297 1.34446 1.25 -0.39 -0.10
H 0.83737 -0.88190 -3.06299 -0.46 -1.20 -0.59
H 1.97363 -1.03986 0.00676 -1.69 0.81 -0.14
H -0.50542 0.51618 -1.21492 0.50 -0.49 0.57
H -2.99134 -0.27910 2.59187 0.93 0.12 -1.05
H 2.69803 0.70599 -1.92101 0.64 -1.15 -0.13
H -1.54598 -0.48758 0.43379 -1.12 -0.22 -1.29
H -1.80257 0.62508 3.31354 0.91 0.31 -0.10
H 0.86382 -0.21422 2.08487 0.32 0.36 0.82
H -2.53987 1.23902 1.84600 -0.11 0.33 -0.05
H 0.97030 0.83294 -3.09600 -0.32 -0.82 0.94

(3)
106
Properties=species:S:1:pos:R:3:forces:R:3 method="wB97M-V/def2-TZVPD" charge=0 de_lowest_ev=3.2667 total_energy_ev=-112616.018 homo_energy_ev=-6.38
Cs 0.45054 -0.26697 0.34042 0.04 0.23 -0.70
S 2.51040 -1.41921 -5.11562 3.20 -2.08 -0.86
S 0.21263 -0.51131 -5.53036 -3.82 1.02 -0.87
S -0.22613 -2.06651 3.37673 2.67 2.19 -2.85
S 2.57596 1.43267 -4.64727 0.74 0.82 0.70
P -4.00493 1.74707 -1.20995 0.55 -0.24 -0.01
O 0.22835 -2.13549 4.74375 -0.72 -0.32 0.23
O -0.87266 -0.81282 2.93687 0.06 -0.70 0.98
N 2.88389 -2.18415 0.33667 -0.68 0.62 -0.85
N 3.68864 1.37888 0.33551 0.20 -0.46 -0.15
N 3.73906 3.56775 0.01396 -0.14 0.03 0.01
N -0.49032 2.17914 1.62546 1.05 0.51 3.75
N 1.03312 -2.15357 2.30287 -2.18 0.35 1.63
N 0.14853 2.57140 4.00471 -0.17 -0.05 -0.18
C 1.78977 -2.47953 -6.44994 0.12 -1.32 1.67
C -0.16635 2.28555 2.77240 -1.45 0.19 -4.37
C 3.91051 -0.60064 -5.97980 0.36 -1.52 -0.39
C -3.75073 5.37455 0.46401 -0.88 0.01 -0.07
C 0.55701 1.50105 4.88666 0.72 0.52 1.80
C -4.50742 3.28538 -0.39680 -1.80 -0.20 0.26
C -1.36817 -4.26071 2.01663 0.15 -0.31 0.80
C -5.01974 0.72812 1.25713 0.32 -0.33 0.53
C -3.51000 -5.15675 2.84551 0.99 2.29 -0.11
C 3.36162 -4.54435 0.64341 -0.92 1.27 0.73
C 2.55605 -5.50784 2.71947 1.20 -0.81 -0.67
C -5.32395 -0.34238 2.14172 0.71 1.18 -1.89
C -4.33687 -0.83592 -0.37747 0.70 -2.04 -2.23
C 1.88199 -4.35930 3.06099 -1.35 2.33 0.38
C 4.89350 1.39239 2.55687 -1.00 -0.15 -0.44
C 1.23886 2.08100 -5.64534 -1.08 -0.73 0.84
C 4.35139 3.36449 1.24512 -0.51 0.37 0.26
C 4.34634 1.97423 1.41654 -0.59 0.04 -0.85
C -2.41629 -5.18454 1.95248 -0.76 -0.62 -0.80
C -1.45456 -3.25901 2.99150 0.26 -1.13 0.40
C -5.23341 1.59903 -2.56937 -0.23 1.26 -0.53
C 3.35646 2.33964 -0.47730 1.26 0.37 0.73
C -5.03629 5.93661 0.26948 2.02 1.63 0.48
C 0.66560 0.96149 -6.48329 0.06 0.06 -1.25
C -6.08578 5.12159 -0.03632 -0.13 -1.41 -0.05
C 5.35717 2.26616 3.48880 0.60 1.01 1.93
C 5.22935 3.68124 3.44557 -0.20 -0.39 -1.97
C 4.05705 -3.35686 -1.37423 1.40 -2.87 0.31
C 3.50003 -2.25618 -0.83351 -0.08 2.87 0.87
C 2.71048 -3.27120 1.08310 1.35 -1.96 -1.23
C 1.83915 -3.20921 2.23563 1.05 -2.30 -0.08
C 0.18125 3.96245 4.42172 0.41 0.59 1.88
C -5.28121 -1.64817 1.67857 0.35 0.39 -0.10
C -4.53709 0.46133 -0.03298 -0.27 1.00 1.17
C -3.51221 4.02594 0.17092 0.48 1.39 0.20
C -4.77048 -1.91594 0.41343 -0.43 1.36 -0.48
C 3.30740 -5.64472 1.54500 -0.52 -0.24 0.21
C -3.55939 -4.10530 3.80565 0.36 -0.94 -0.05
C 4.70209 4.25778 2.27786 -0.34 1.05 0.16
C 0.39547 -1.88680 -6.74224 0.15 1.49 0.24
C 3.74940 0.90065 -5.96905 -0.40 1.57 0.09
C -2.51147 -3.19073 3.88660 -0.96 0.25 -0.10
C -5.82757 3.78638 -0.33021 0.11 -1.01 -1.18
C 3.97272 -4.54427 -0.64728 -0.55 0.16 0.55
H 0.26592 -1.48789 -7.77938 -0.15 -0.59 0.91
H 4.02687 -1.02313 -6.99491 -0.30 0.32 0.32
H 4.74417 0.33300 2.73667 0.48 0.03 -0.06
H 4.82182 -0.93902 -5.47618 -0.06 0.49 0.10
H -3.83277 -1.02270 -1.40613 -1.02 -0.01 1.74
H -5.54250 -0.18432 3.16361 -0.44 0.43 0.82
H -2.41562 -5.92106 1.10150 0.07 0.66 1.15
H 0.41940 4.65392 3.61925 0.17 -0.27 -0.26
H -0.45182 -4.44655 1.43773 -0.57 0.50 0.11
H 4.44168 5.36834 2.16743 0.73 -1.71 0.26
H 1.29357 -4.24529 3.99252 0.48 -0.62 -0.55
H -5.00925 1.78900 1.53317 -0.39 -0.57 0.39
H 4.68748 1.41990 -5.73890 -0.11 -0.26 -0.11
H -4.35646 -4.06071 4.56076 0.20 0.02 -0.58
H -0.40452 -2.54110 -6.38612 0.10 -0.10 -0.76
H 0.41395 2.46297 -5.01101 0.75 -0.10 0.12
H -2.96668 6.01438 0.83282 0.23 0.03 -0.01
H 4.77358 -3.27229 -2.18492 -0.66 -0.12 -0.45
H -5.99020 0.88179 -2.35981 -0.82 -0.50 0.38
H 5.59669 4.26464 4.27801 -0.18 0.10 -0.05
H 4.29050 -5.50486 -1.05853 0.37 0.34 0.21
H 3.54057 4.44792 -0.42247 0.04 0.12 0.01
H 1.61575 2.89991 -6.21769 0.05 0.54 -0.68
H 1.63695 1.57251 5.10296 -0.20 -0.11 -0.31
H 0.97279 4.06101 5.22947 -0.79 -0.08 -1.03
H 1.61434 -3.51727 -6.01109 0.43 1.30 -0.46
H -5.71029 2.59937 -2.76511 0.45 -0.98 0.15
H -4.77044 1.26486 -3.49352 0.28 0.11 -0.04
H -6.62554 3.08561 -0.66734 0.42 0.84 0.39
H -0.23113 1.31148 -7.01097 0.25 -0.06 0.00
H -2.55723 -2.32930 4.57202 0.05 -0.70 -0.16
H 3.06099 2.21836 -1.51153 -0.47 -0.01 0.19
H -5.60299 -2.38073 2.39088 -0.05 -0.71 -0.14
H -4.87485 -2.84461 -0.09586 0.40 -0.94 0.22
H 0.07549 1.63580 5.86874 -0.10 -0.09 -0.34
H 3.82892 -6.57997 1.29017 -0.38 0.45 0.20
H 0.31538 0.51533 4.53313 -0.19 -0.14 -0.46
H 2.47408 -6.30412 3.45329 0.27 -0.23 -0.30
H -5.12370 7.06340 0.33939 -0.16 -1.55 0.18
H 2.52724 -2.62755 -7.23672 -0.32 0.31 -0.26
H -7.09526 5.44586 -0.02161 -0.71 0.49 -0.17
H 3.36333 1.38421 -6.90431 0.38 -0.79 0.61
H 3.67698 -1.30223 -1.36270 -0.35 -0.29 0.43
H 1.42423 0.72323 -7.24828 -0.38 -0.34 0.18
H 5.79356 1.92247 4.42200 -0.08 -0.40 -0.14
H -4.38806 -5.74118 2.68038 -0.16 -0.70 0.09
H -0.76431 4.34306 4.88460 0.46 -0.66 -0.37
H -2.56136 3.53995 0.31323 0.48 0.29 -0.01

What did the second record say?
17
Properties=species:S:1:pos:R:3:forces:R:3 method="wB97M-V/def2-TZVPD" charge=0 smiles="C/C=C/C=C/CO" de_lowest_ev=1.9210 total_energy_ev=-8429.319 homo_energy_ev=-8.53
O 2.48983 -0.19243 -2.26360 3.36 1.02 0.53
C 0.44548 -0.04553 -1.14190 -0.82 0.75 -1.34
C 0.94394 -0.54062 -0.02608 0.55 -0.53 1.12
C 1.16705 -0.09002 -2.44457 -2.28 1.76 -1.14
C 0.21559 -0.31547 1.24633 -0.41 -0.06 0.46
C -2.10120 0.36049 2.30344 -1.25 -0.61 1.51
C -1.11866 -0.19297 1.34446 1.25 -0.39 -0.10
H 0.83737 -0.88190 -3.06299 -0.46 -1.20 -0.59
H 1.97363 -1.03986 0.00676 -1.69 0.81 -0.14
H -0.50542 0.51618 -1.21492 0.50 -0.49 0.57
H -2.99134 -0.27910 2.59187 0.93 0.12 -1.05
H 2.69803 0.70599 -1.92101 0.64 -1.15 -0.13
H -1.54598 -0.48758 0.43379 -1.12 -0.22 -1.29
H -1.80257 0.62508 3.31354 0.91 0.31 -0.10
H 0.86382 -0.21422 2.08487 0.32 0.36 0.82
H -2.53987 1.23902 1.84600 -0.11 0.33 -0.05
H 0.97030 0.83294 -3.09600 -0.32 -0.82 0.94